1.
Formula: C3H8N4O
Source: the Open Molecules 2025 dataset
Level of theory: ωB97M-V/def2-TZVPD

Calculated values
**DFT total energy**: -413.10932 Eh
**Energy relative to the best compared isomer or geometry (same formula, charge and spin)**: 805.3 kJ/mol
**E_HOMO**: -9.35 eV
**LUMO level**: -0.113 eV

Each line ends with the natural charge from an NBO analysis.
Atoms and positions in Å:
C: 0.79 -0.24 -1.34  0.23
C: -0.32 1.56 -0.01  -0.34
C: -0.40 1.20 1.39  0.63
H: -1.12 -2.57 -1.81  0.36
H: -0.11 -3.00 -0.34  0.35
H: 1.69 -0.94 -1.80  0.22
H: 2.02 1.35 -0.08  0.35
H: -0.15 2.59 -0.11  0.23
H: -1.31 1.24 -0.31  0.23
H: 0.29 -0.55 2.65  0.40
H: -0.98 -0.75 1.15  0.39
N: -0.20 -2.32 -1.35  -0.73
N: -0.31 -0.79 -1.00  -0.38
N: 0.84 1.18 -0.99  -0.56
N: -0.74 -0.10 1.79  -0.80
O: -0.01 2.13 2.16  -0.58


2.
Formula: C2H6N2O2
Source: the Open Molecules 2025 dataset
Level of theory: ωB97M-V/def2-TZVPD

Calculated values
**SMILES**: C=[N+]([O-])O.C=N
**DFT total energy**: -339.61432 Eh
**Energy relative to the best compared isomer or geometry (same formula, charge and spin)**: 573.2 kJ/mol
**E_HOMO**: -9.44 eV
**LUMO level**: 0.615 eV

Each line ends with the natural charge from an NBO analysis.
Atoms and positions in Å:
C: -1.20 -0.20 -0.20  -0.30
N: -1.61 0.97 0.12  0.39
O: -1.89 1.96 -0.55  -0.48
O: -1.66 1.25 1.47  -0.56
H: -0.63 -0.79 0.54  0.23
H: -1.62 -0.52 -1.15  0.23
H: -2.01 2.12 1.62  0.50
C: 1.87 -0.69 -0.22  -0.05
N: 2.77 -1.55 -0.20  -0.59
H: 1.38 -0.24 -1.04  0.15
H: 1.55 -0.34 0.75  0.15
H: 3.04 -1.96 -1.14  0.33


3.
Formula: C6H14O
Source: the Open Molecules 2025 dataset
Level of theory: ωB97M-V/def2-TZVPD

Calculated values
**DFT total energy**: -312.09340 Eh
**Energy relative to the best compared isomer or geometry (same formula, charge and spin)**: 424.4 kJ/mol
**E_HOMO (alpha / beta)**: -7.35 / -7.29 eV
**LUMO level (alpha / beta)**: 0.772 / 0.754 eV

Each line ends with the natural charge from an NBO analysis.
Atoms and positions in Å:
C: -1.81 0.16 2.27  -0.22
O: -1.26 0.27 1.08  -0.36
C: -0.03 0.00 0.80  0.13
C: 0.43 0.13 -0.63  -0.14
C: 1.66 -0.77 -0.81  -0.59
C: -0.68 -0.31 -1.59  -0.60
C: 0.83 1.59 -0.93  -0.60
H: -1.10 -1.70 2.16  -0.01
H: -2.86 0.44 2.29  0.18
H: -1.17 0.33 3.13  0.16
H: -0.50 -1.83 1.68  -0.04
H: 0.69 0.07 1.62  0.17
H: 2.45 -0.51 -0.10  0.21
H: 2.07 -0.67 -1.82  0.21
H: 1.39 -1.83 -0.65  0.22
H: -1.57 0.33 -1.49  0.22
H: -0.98 -1.34 -1.39  0.22
H: -0.33 -0.24 -2.63  0.21
H: -0.03 2.26 -0.79  0.21
H: 1.18 1.69 -1.96  0.21
H: 1.63 1.92 -0.26  0.21


4.
Formula: C24H40MnN6O5PS2
Source: the Open Molecules 2025 dataset
Level of theory: ωB97M-V/def2-TZVPD

Calculated values
**Charge**: -1
**DFT total energy**: -3932.25111 Eh
**E_HOMO (alpha / beta)**: -4.15 / -3.56 eV
**Multiplicity**: 2
**LUMO level (alpha / beta)**: 2.571 / 2.571 eV

Each line ends with the Löwdin charge.
Atoms and positions in Å:
Mn: 0.15 1.60 0.22  0.46
S: 0.50 1.54 2.90  0.57
C: 2.01 1.49 2.12  -1.12
N: 2.10 1.51 0.81  -0.08
C: 3.39 1.39 0.36  -0.31
C: 3.78 1.31 -0.97  -0.02
C: 5.12 1.19 -1.27  -0.10
C: 6.08 1.14 -0.26  -0.12
C: 5.70 1.20 1.07  -0.11
C: 4.36 1.33 1.38  -0.47
S: 3.57 1.37 2.92  1.00
H: 3.02 1.32 -1.75  0.11
H: 5.43 1.12 -2.31  0.09
H: 7.13 1.04 -0.51  0.09
H: 6.44 1.14 1.86  0.10
N: 0.83 3.25 -3.58  0.17
C: 0.74 2.89 -2.28  -0.51
O: 0.26 1.78 -1.99  -0.03
C: 1.23 3.84 -1.22  -0.21
C: 0.35 3.69 0.03  -0.24
H: 0.55 2.60 -4.29  0.11
H: 1.25 4.13 -3.83  0.09
H: 1.32 4.85 -1.65  0.10
H: 2.24 3.51 -0.99  0.10
H: -0.58 4.25 -0.14  0.02
H: 0.85 4.14 0.89  0.04
C: -2.56 2.67 1.19  -0.17
N: -2.03 1.59 0.32  -0.14
C: -2.61 1.75 -1.02  -0.16
N: -4.07 1.72 -1.00  -0.08
C: -4.53 2.79 -0.11  -0.18
N: -4.02 2.66 1.25  -0.09
C: -4.45 1.36 1.76  -0.18
N: -3.98 0.26 0.94  -0.08
C: -2.52 0.30 0.88  -0.16
C: -4.49 0.45 -0.42  -0.18
H: -2.22 3.63 0.80  0.10
H: -2.14 2.53 2.19  0.10
H: -2.23 0.95 -1.65  0.13
H: -2.27 2.71 -1.43  0.12
H: -5.63 2.78 -0.08  0.12
H: -4.21 3.75 -0.52  0.12
H: -5.54 1.34 1.80  0.12
H: -4.06 1.24 2.78  0.13
H: -2.13 -0.50 0.26  0.09
H: -2.09 0.20 1.88  0.12
H: -5.59 0.42 -0.39  0.12
H: -4.13 -0.37 -1.05  0.12
C: 1.36 -4.42 1.67  -0.04
C: 0.35 -3.45 2.28  -0.63
C: 0.92 -2.74 3.50  -0.03
C: -0.94 -4.18 2.63  -0.04
O: -0.07 -2.47 1.31  -0.17
P: 0.95 -1.59 0.40  0.32
O: 2.28 -1.44 1.03  -0.25
O: 0.09 -0.41 0.02  -0.34
O: 1.15 -2.50 -0.92  -0.16
C: 0.25 -2.61 -2.03  -0.63
C: 0.41 -1.39 -2.93  -0.03
C: -1.19 -2.77 -1.57  -0.03
C: 0.72 -3.87 -2.76  -0.04
H: 1.61 -5.19 2.41  0.08
H: 2.26 -3.90 1.38  0.08
H: 0.93 -4.91 0.79  0.08
H: 1.17 -3.47 4.27  0.08
H: 0.18 -2.04 3.90  0.08
H: 1.81 -2.18 3.22  0.07
H: -0.76 -4.95 3.38  0.08
H: -1.37 -4.65 1.75  0.08
H: -1.67 -3.47 3.03  0.08
H: 0.13 -0.48 -2.40  0.05
H: -0.23 -1.50 -3.82  0.08
H: 1.44 -1.29 -3.25  0.09
H: -1.52 -1.90 -1.00  0.05
H: -1.30 -3.65 -0.93  0.08
H: -1.84 -2.88 -2.44  0.09
H: 1.76 -3.77 -3.05  0.08
H: 0.12 -4.05 -3.65  0.08
H: 0.63 -4.74 -2.10  0.08


5.
Formula: C26H23N3O3PS5V
Source: the Open Molecules 2025 dataset
Level of theory: ωB97M-V/def2-TZVPD

Calculated values
**Charge**: -2
**DFT total energy**: -4671.11790 Eh
**Energy relative to the best compared isomer or geometry (same formula, charge and spin)**: 100.3 kJ/mol
**E_HOMO (alpha / beta)**: -1.80 / -1.85 eV
**Multiplicity**: 3
**LUMO level (alpha / beta)**: 4.222 / 4.222 eV

Each line ends with the natural charge from an NBO analysis.
Atoms and positions in Å:
V: -1.71 0.42 -1.06  0.82
S: -0.68 1.96 -5.27  -0.27
C: -1.06 1.49 -3.72  -0.48
S: -0.01 0.54 -2.71  -0.14
S: -2.54 1.85 -2.91  -0.19
S: -2.04 -0.85 0.98  -0.24
C: -1.70 0.29 2.26  -0.18
C: -1.62 -0.15 3.59  -0.19
C: -1.34 0.73 4.63  -0.27
C: -1.13 2.07 4.36  -0.27
C: -1.20 2.52 3.05  -0.23
C: -1.49 1.65 1.99  -0.17
S: -1.61 2.28 0.35  -0.20
H: -1.78 -1.20 3.79  0.20
H: -1.29 0.35 5.65  0.19
H: -0.90 2.77 5.16  0.19
H: -1.03 3.57 2.82  0.21
O: 1.83 -3.70 -0.72  -0.74
C: 1.41 -2.58 -0.40  0.80
O: 0.53 -1.88 -0.99  -0.77
C: 2.01 -1.89 0.84  -0.83
P: 1.61 -0.10 0.90  0.91
C: 2.71 0.35 2.33  -0.32
C: 2.10 0.65 3.54  -0.15
C: 2.85 0.96 4.67  -0.23
C: 4.24 0.98 4.59  -0.24
C: 4.86 0.69 3.38  -0.23
C: 4.11 0.38 2.26  -0.20
C: 2.63 0.58 -0.47  -0.34
C: 2.53 1.95 -0.69  -0.19
C: 3.22 2.56 -1.72  -0.21
C: 4.00 1.79 -2.58  -0.23
C: 4.08 0.42 -2.39  -0.22
C: 3.41 -0.18 -1.34  -0.16
H: 3.08 -2.10 0.91  0.22
H: 1.55 -2.35 1.73  0.25
H: 1.01 0.66 3.59  0.23
H: 2.35 1.20 5.60  0.20
H: 4.83 1.23 5.46  0.19
H: 5.95 0.71 3.31  0.19
H: 4.60 0.16 1.32  0.22
H: 1.86 2.54 -0.06  0.23
H: 3.11 3.62 -1.89  0.20
H: 4.50 2.26 -3.42  0.20
H: 4.66 -0.19 -3.07  0.19
H: 3.46 -1.26 -1.22  0.21
C: -6.45 -0.75 -2.95  -0.39
N: -5.12 -1.32 -2.87  -0.42
C: -4.72 -2.33 -3.69  0.09
C: -3.47 -2.81 -3.65  -0.36
C: -2.53 -2.20 -2.73  0.48
N: -2.92 -1.15 -1.99  -0.66
C: -4.22 -0.72 -1.98  0.79
O: -4.62 0.16 -1.25  -0.59
N: -1.32 -2.69 -2.63  -0.72
H: -7.10 -1.43 -3.50  0.18
H: -6.42 0.22 -3.45  0.21
H: -6.83 -0.60 -1.94  0.23
H: -5.47 -2.71 -4.37  0.19
H: -3.16 -3.62 -4.28  0.21
H: -1.07 -3.45 -3.23  0.38
H: -0.55 -2.36 -1.95  0.47


6.
Formula: C27H64N12O5P4S
Source: the Open Molecules 2025 dataset
Level of theory: ωB97M-V/def2-TZVPD

Calculated values
**SMILES**: Cc1cnc2ccc(P(=N)(O)O)c(S)c2n1.CN(C)P(=O)(N(C)C)N(C)C.CN(C)P(=O)(N(C)C)N(C)C.CN(C)P(=O)(N(C)C)N(C)C
**DFT total energy**: -3863.84255 Eh
**E_HOMO**: -8.08 eV
**LUMO level**: -0.991 eV

Each line ends with the Löwdin charge.
Atoms and positions in Å:
C: 1.56 6.03 -2.56  -0.03
C: 0.31 5.19 -2.66  -0.30
C: 0.39 3.87 -3.18  -0.07
N: -0.61 3.04 -3.32  0.17
C: -1.79 3.60 -2.90  -0.21
C: -2.96 2.81 -2.97  0.00
C: -4.16 3.30 -2.59  -0.08
C: -4.32 4.63 -2.10  -0.26
P: -6.02 5.11 -1.61  0.48
N: -7.02 4.46 -2.61  -0.16
O: -6.28 6.70 -1.59  -0.20
O: -6.34 4.63 -0.11  -0.14
C: -3.19 5.40 -2.02  -0.49
S: -3.25 7.10 -1.42  0.81
C: -1.91 4.90 -2.41  -0.23
N: -0.82 5.72 -2.28  0.15
H: 2.16 5.66 -1.73  0.08
H: 2.10 6.10 -3.50  0.08
H: 1.24 7.05 -2.30  0.08
H: 1.38 3.51 -3.49  0.10
H: -2.87 1.80 -3.34  0.12
H: -5.04 2.66 -2.64  0.11
H: -6.54 3.93 -3.32  -0.04
H: -5.85 7.04 -2.39  0.05
H: -6.62 5.42 0.37  0.08
H: -3.38 6.89 -0.10  -0.11
C: 5.13 -1.16 -4.35  -0.14
N: 4.33 -0.07 -3.86  -0.33
C: 5.16 1.00 -3.33  -0.14
P: 2.70 -0.01 -3.32  0.75
O: 2.27 1.17 -4.15  -0.27
N: 1.61 -1.18 -4.05  -0.29
C: 2.05 -2.22 -4.97  -0.15
C: 0.39 -0.58 -4.61  -0.15
N: 3.00 -1.04 -1.95  -0.32
C: 3.29 -2.45 -1.94  -0.13
C: 2.02 -0.76 -0.88  -0.14
H: 5.73 -1.64 -3.56  0.08
H: 5.84 -0.79 -5.10  0.08
H: 4.55 -1.93 -4.85  0.05
H: 5.47 0.80 -2.30  0.08
H: 4.63 1.95 -3.35  0.07
H: 6.06 1.14 -3.94  0.08
H: 2.70 -1.83 -5.77  0.08
H: 1.19 -2.67 -5.46  0.08
H: 2.55 -3.05 -4.47  0.06
H: 0.55 -0.15 -5.61  0.08
H: -0.01 0.20 -3.96  0.05
H: -0.39 -1.35 -4.70  0.07
H: 2.39 -3.08 -1.98  0.09
H: 3.80 -2.68 -1.00  0.09
H: 3.98 -2.78 -2.72  0.06
H: 1.03 -1.18 -1.13  0.07
H: 1.91 0.32 -0.74  0.08
H: 2.34 -1.18 0.07  0.08
C: 1.90 -3.12 3.70  -0.15
N: 3.20 -2.51 3.57  -0.33
C: 4.12 -3.38 2.85  -0.14
P: 3.99 -1.28 4.48  0.79
O: 4.27 -0.38 3.29  -0.27
N: 2.94 -0.07 5.24  -0.31
C: 1.49 -0.15 5.23  -0.15
C: 3.30 1.32 4.93  -0.16
N: 3.97 -2.17 5.98  -0.34
C: 2.84 -2.51 6.81  -0.14
C: 5.07 -1.72 6.84  -0.15
H: 1.94 -4.04 4.30  0.08
H: 1.52 -3.39 2.71  0.07
H: 1.16 -2.45 4.13  0.05
H: 4.56 -4.14 3.53  0.08
H: 4.93 -2.81 2.40  0.07
H: 3.62 -3.91 2.04  0.08
H: 1.08 -0.35 4.23  0.08
H: 1.05 0.79 5.56  0.08
H: 1.09 -0.88 5.93  0.06
H: 2.91 1.64 3.96  0.08
H: 4.38 1.46 4.93  0.07
H: 2.89 1.99 5.69  0.08
H: 2.57 -1.69 7.49  0.09
H: 3.12 -3.37 7.42  0.09
H: 1.96 -2.81 6.26  0.06
H: 4.85 -0.74 7.29  0.08
H: 6.00 -1.62 6.27  0.07
H: 5.26 -2.43 7.65  0.08
C: -5.10 -3.32 -0.92  -0.14
N: -3.93 -2.50 -1.14  -0.33
C: -3.09 -3.06 -2.19  -0.14
P: -3.13 -1.38 -0.13  0.74
O: -3.06 -0.24 -1.10  -0.27
N: -4.14 -0.54 1.04  -0.30
C: -5.55 -0.85 1.25  -0.14
C: -4.01 0.92 1.01  -0.15
N: -2.65 -2.56 1.05  -0.33
C: -3.49 -3.28 1.98  -0.13
C: -1.45 -2.11 1.76  -0.15
H: -4.85 -4.33 -0.56  0.08
H: -5.65 -3.45 -1.86  0.08
H: -5.81 -2.88 -0.22  0.05
H: -2.43 -3.85 -1.79  0.08
H: -2.47 -2.29 -2.63  0.06
H: -3.69 -3.48 -2.99  0.08
H: -6.12 -0.90 0.31  0.08
H: -6.03 -0.08 1.86  0.08
H: -5.71 -1.77 1.82  0.06
H: -4.62 1.37 0.22  0.08
H: -2.98 1.23 0.87  0.07
H: -4.35 1.34 1.97  0.08
H: -3.69 -2.69 2.89  0.09
H: -2.96 -4.19 2.28  0.09
H: -4.43 -3.61 1.57  0.06
H: -1.68 -1.31 2.48  0.08
H: -0.71 -1.72 1.05  0.07
H: -0.97 -2.94 2.29  0.07


- The lowest DFT total energy belongs to which entry?
  C26H23N3O3PS5V


- Number 1 is which compound?
  C3H8N4O


- What is the DFT total energy in the first record?
  -413.10932 Eh


- The highest DFT total energy belongs to which entry?
  C6H14O